H10O5 | ωB97M-V/def2-TZVPD

Cartesian coordinates (Å):
O (18.22292, 19.53102, -11.08521)
H (18.73439, 19.59280, -10.27848)
H (17.57067, 18.85414, -10.90458)
O (22.00002, 15.44834, -12.10687)
H (21.52166, 16.27180, -12.01037)
H (22.72194, 15.51552, -11.48193)
O (20.92722, 20.58695, -6.93965)
H (21.88058, 20.66194, -6.89817)
H (20.63076, 20.80370, -6.05570)
O (18.96248, 23.80835, -13.79087)
H (18.72333, 23.05971, -13.24445)
H (18.88532, 24.56451, -13.20906)
O (16.21935, 14.72528, -13.83960)
H (16.98335, 14.27534, -14.20029)
H (16.20414, 14.47044, -12.91707)

Atoms 1-6, force components in eV/Å:
O 0.055 0.119 -0.206
H 0.170 0.072 0.236
H -0.200 -0.163 -0.015
O -0.054 -0.192 -0.118
H -0.161 0.223 -0.027
H 0.201 -0.024 0.139

Values from the calculation:
- HOMO energy: -11.385 eV
- ΔE to the lowest compared entry with this formula, charge and spin: 33.4 kcal per mole
- Calculated total energy: -382.17098 Eh
- Structure (SMILES): O.O.O.O.O
- Largest force on an atom: 0.3 eV/Å
- Orbital gap: 11.850 eV
- M: 90.075 g/mol

=====

C46H56BCl3GeN6PSr | ωB97M-V/def2-TZVPD

Cartesian coordinates (Å):
Sr (0.11387, 0.11797, -0.36793)
C (0.94198, -4.19939, -4.22591)
C (1.42566, -3.35648, -3.05707)
C (2.42398, -3.59330, -2.18629)
C (2.38099, -2.59047, -1.20927)
N (1.42716, -1.71382, -1.52381)
N (0.84362, -2.18907, -2.70262)
B (-0.23577, -1.29523, -3.42086)
N (-1.50672, -1.23924, -2.67209)
N (-1.72118, -1.70721, -1.38443)
C (-3.02559, -1.77517, -1.27022)
C (-3.63279, -1.28144, -2.43730)
C (-2.67545, -0.94834, -3.27380)
C (-2.73951, -0.63585, -4.74528)
C (-3.61654, -2.49077, -0.09668)
C (-2.86025, -2.18787, 1.22454)
C (-3.67604, -3.99557, -0.39767)
C (-5.06597, -2.11871, 0.05598)
N (0.34786, 0.11846, -3.64299)
N (0.71735, 0.96965, -2.60674)
C (1.38477, 1.93376, -3.12327)
C (1.57796, 1.73157, -4.53636)
C (0.79514, 0.61525, -4.80890)
C (0.43947, 0.00549, -6.14154)
C (1.99909, 3.07623, -2.29777)
C (3.32556, 3.59121, -2.99483)
C (0.98440, 4.19417, -2.41334)
C (2.25908, 2.57215, -0.85241)
C (3.21348, -2.48230, 0.09597)
C (2.38498, -2.96746, 1.28353)
C (4.39097, -3.38109, -0.09437)
C (3.57065, -0.99620, 0.40760)
H (1.12223, -3.63008, -5.15743)
H (1.40308, -5.17749, -4.25808)
H (-0.12320, -4.41620, -4.05937)
H (3.07392, -4.44125, -2.13012)
H (-0.36482, -1.90239, -4.45366)
H (-4.67229, -1.24937, -2.51089)
H (-3.67940, -0.23939, -4.92958)
H (-1.94006, 0.05606, -5.01779)
H (-2.52838, -1.51463, -5.26442)
H (-1.84549, -2.53645, 1.11774)
H (-2.70629, -1.09083, 1.46576)
H (-3.16689, -2.54219, 2.12348)
H (-2.70367, -4.34821, -0.45642)
H (-4.12193, -4.52644, 0.48074)
H (-4.29119, -4.22237, -1.26752)
H (-5.24791, -1.08874, 0.18910)
H (-5.70823, -2.54196, -0.73615)
H (-5.47757, -2.64276, 0.97553)
H (2.00830, 2.45980, -5.30260)
H (1.29886, 0.01407, -6.78100)
H (0.02438, -0.98709, -5.99312)
H (-0.33170, 0.69648, -6.65637)
H (3.01841, 3.93582, -3.94304)
H (3.72742, 4.54942, -2.50061)
H (4.13812, 2.86695, -3.03708)
H (0.97662, 4.74649, -3.28333)
H (-0.04531, 3.87171, -2.16732)
H (1.16749, 4.89591, -1.62564)
H (2.94695, 1.73554, -0.92529)
H (2.82954, 3.16970, -0.19857)
H (1.30336, 2.34330, -0.31133)
H (1.91267, -3.90101, 1.10422)
H (2.96013, -3.05259, 2.19458)
H (1.51992, -2.30524, 1.49097)
H (3.97231, -4.39277, -0.08141)
H (4.96543, -3.21770, -1.02726)
H (4.94392, -3.22752, 0.87159)
H (2.62493, -0.43778, 0.58967)
H (4.29589, -0.88134, 1.26330)
H (4.11188, -0.55719, -0.40507)
C (1.78806, -2.15046, 5.92049)
C (2.34830, -0.89061, 5.95197)
C (1.98254, 0.02606, 4.97680)
C (1.04902, -0.29442, 3.97243)
C (0.52776, -1.54744, 3.89347)
C (0.89494, -2.51059, 4.88204)
P (0.52296, 0.97429, 2.69981)
C (1.10909, 2.47697, 3.56886)
C (2.43388, 2.89250, 3.32506)
C (2.95734, 4.03298, 4.00205)
C (2.10209, 4.77408, 4.84076)
C (0.78062, 4.31477, 5.07327)
C (0.32838, 3.23157, 4.44072)
C (-1.25590, 0.97677, 2.76725)
C (-1.88107, 0.40107, 3.91326)
C (-3.24176, 0.28458, 3.96923)
C (-3.99296, 0.59255, 2.82139)
C (-3.43391, 1.06887, 1.61609)
C (-4.16884, 1.29768, 0.42478)
C (-3.52373, 1.56715, -0.74018)
C (-2.27510, 2.08297, -0.81636)
C (-1.48162, 2.11517, 0.46175)
C (-2.08233, 1.44148, 1.64460)
H (2.07448, -2.90423, 6.63780)
H (3.13778, -0.59236, 6.67707)
H (2.39854, 1.00076, 4.95084)
H (-0.14567, -1.82262, 3.11419)
H (0.37494, -3.47474, 4.96686)
H (2.98948, 2.26173, 2.61617)
H (3.91898, 4.45242, 3.79139)
H (2.52062, 5.73389, 5.15687)
H (0.04837, 4.83301, 5.74503)
H (-0.69268, 2.95202, 4.61219)
H (-1.26560, 0.08383, 4.68766)
H (-3.78409, -0.07519, 4.80946)
H (-5.10898, 0.21391, 2.77822)
H (-5.17608, 0.97623, 0.41332)
H (-4.12269, 1.70738, -1.67024)
H (-1.86040, 2.53964, -1.75186)
Cl (-2.14888, 4.56166, 2.86402)
Ge (-1.13101, 3.96638, 0.97003)
Cl (-1.93800, 5.48233, -0.28998)
Cl (0.83951, 4.89470, 1.34135)

Atoms 1-6, force components in eV/Å:
Sr -0.511 -0.526 0.292
C -0.269 0.932 0.483
C -1.175 0.298 -1.322
C 1.302 -0.840 1.644
C -0.321 0.899 0.538
N 0.047 -1.008 -0.980

Values from the calculation:
- HOMO energy (spin up / spin down): -5.896 / -8.061 eV
- ΔE to the lowest compared entry with this formula, charge and spin: 48.1 kcal per mole
- Calculated total energy: -5969.59089 Eh
- Largest force on an atom: 4.2 eV/Å
- Orbital gap (spin up / spin down): 6.090 / 7.618 eV
- M: 1001.371 g/mol
- Spin multiplicity: 2

=====

C32H34Cl3N7O9PdS4Se | ωB97M-V/def2-TZVPD

Cartesian coordinates (Å):
Pd (2.65910, -1.12879, 0.44387)
C (5.35028, -3.14125, -0.14822)
C (5.38730, -2.36393, 1.12504)
N (4.42009, -1.62032, 1.58331)
C (4.77439, -1.00506, 2.77283)
C (6.00040, -1.31801, 3.25062)
S (6.78394, -2.38718, 2.15975)
C (3.80998, -0.08667, 3.41875)
C (3.17818, -0.31764, 4.59771)
S (2.10635, 0.97932, 4.94267)
C (2.60723, 1.76145, 3.46936)
N (3.49318, 1.10590, 2.80888)
C (2.01465, 3.05963, 3.02621)
H (4.32152, -3.13452, -0.51631)
H (5.71976, -4.16055, -0.00005)
H (5.93636, -2.64797, -0.92270)
H (6.47714, -0.93556, 4.14143)
H (3.24618, -1.19580, 5.22178)
H (1.67694, 3.65473, 3.87524)
H (1.16498, 2.87115, 2.36358)
H (2.76002, 3.61972, 2.45897)
O (3.90447, -1.40810, -2.68886)
Se (3.11771, -0.01739, -2.98294)
O (1.39066, -0.42657, -3.15978)
O (3.18690, 1.08567, -1.79163)
O (3.43426, 0.56627, -4.46015)
C (1.72871, -3.06004, -6.16225)
C (0.55055, -3.98003, -6.48033)
S (-0.31764, -4.56092, -5.03802)
O (0.63209, -5.28740, -4.22211)
O (-1.50893, -5.25791, -5.48421)
C (-0.76101, -3.06289, -4.22349)
C (-1.34982, -3.27983, -2.81397)
N (-0.83973, -2.22206, -1.96199)
C (0.24092, -2.35655, -1.11228)
N (0.95182, -1.28553, -0.96800)
C (0.51051, -0.34361, -2.00445)
C (-0.80999, -0.87642, -2.39851)
N (-1.89980, -0.22347, -2.76076)
O (-1.86068, 1.03142, -2.99633)
O (-3.00261, -0.88057, -2.90029)
C (0.50727, -3.64804, -0.41760)
H (2.32170, -2.89468, -7.06386)
H (2.37640, -3.50319, -5.40411)
H (1.40881, -2.08272, -5.79522)
H (0.87758, -4.91303, -6.94707)
H (-0.20042, -3.51529, -7.12334)
H (-1.44785, -2.52127, -4.87455)
H (0.16556, -2.48633, -4.12166)
H (-1.03056, -4.24139, -2.41670)
H (-2.43292, -3.23109, -2.84809)
H (0.46802, 0.67437, -1.64542)
H (-0.38080, -3.99588, 0.11886)
H (1.32936, -3.47231, 0.27584)
H (0.79759, -4.41282, -1.14367)
Cl (-1.05541, 2.35782, 7.79576)
C (-1.61859, 2.55395, 6.16105)
C (-2.29799, 1.52274, 5.53867)
C (-2.73502, 1.70521, 4.23845)
C (-2.51437, 2.88736, 3.53853)
C (-3.03404, 3.03572, 2.12859)
C (-2.68027, 1.83713, 1.25037)
N (-1.26899, 1.64670, 1.07484)
C (-0.48629, 2.31503, 0.15417)
C (0.76572, 1.78915, 0.27858)
N (0.77066, 0.82788, 1.26354)
C (-0.43892, 0.79247, 1.74641)
O (-4.45930, 3.18510, 2.17937)
C (-4.97573, 3.90583, 1.06344)
C (-4.96344, 3.08963, -0.19671)
C (-4.36179, 3.46010, -1.36144)
Cl (-3.54530, 4.94688, -1.66528)
S (-4.34599, 2.22511, -2.54319)
C (-5.21187, 1.18557, -1.50321)
C (-5.47815, 1.76160, -0.30113)
C (-1.83616, 3.89799, 4.20720)
Cl (-1.52110, 5.43345, 3.44657)
C (-1.37860, 3.74448, 5.50924)
H (-2.46904, 0.59024, 6.06023)
H (-3.26579, 0.89759, 3.74719)
H (-2.59469, 3.92672, 1.68070)
H (-3.10882, 1.98240, 0.26656)
H (-3.12508, 0.92576, 1.65386)
H (-0.91693, 3.00071, -0.56261)
H (1.64085, 1.95497, -0.33124)
H (-0.80626, 0.09682, 2.49244)
H (-4.38450, 4.81319, 0.90340)
H (-5.98626, 4.20547, 1.34112)
H (-5.44528, 0.18192, -1.82864)
H (-5.97194, 1.25306, 0.51860)
H (-0.84146, 4.54518, 5.99883)

Atoms 1-6, force components in eV/Å:
Pd 0.225 -0.539 0.092
C -0.150 0.080 0.055
C 0.001 -0.042 -0.025
N -0.183 0.350 -0.315
C -0.342 0.040 0.117
C 0.062 0.052 0.015

Values from the calculation:
- HOMO energy: -0.491 eV
- Calculated total energy: -7802.76666 Eh
- Largest force on an atom: 0.6 eV/Å
- Total charge: -2
- Orbital gap: 3.808 eV
- M: 1080.671 g/mol

=====

C8H16N2O4 | ωB97M-V/def2-TZVPD

Cartesian coordinates (Å):
C (0.78291, 0.03418, -1.37760)
C (-0.31498, -3.00713, -2.97330)
C (-1.40084, 1.07662, 1.03362)
C (-0.30344, 1.26801, 3.23198)
C (-0.36731, -1.57476, -2.41920)
C (1.95377, 0.36908, -0.57769)
C (-0.02543, 1.22300, 1.71917)
C (0.66489, -0.06345, 1.41075)
N (2.38634, 1.61033, -0.38165)
N (1.90753, -0.28416, 1.94894)
O (-0.02841, 0.82789, -1.86092)
O (2.36195, -1.44522, 2.01279)
O (2.66694, 0.71172, 2.11861)
O (0.56653, -1.25619, -1.42059)
H (-0.56778, -2.94740, -4.00165)
H (0.74335, -3.17315, -2.84595)
H (-0.86542, -3.74899, -2.45362)
H (-1.32922, 0.33836, 0.19064)
H (-2.04893, 0.49001, 1.73516)
H (-1.93738, 1.94888, 0.79702)
H (0.66299, 1.43303, 3.80367)
H (-0.63408, 0.29676, 3.51545)
H (-1.00219, 2.11123, 3.50256)
H (-1.44460, -1.29302, -1.99701)
H (-0.21098, -0.79478, -3.21164)
H (2.76917, -0.43406, -0.35185)
H (0.61383, 2.07483, 1.26450)
H (0.27176, -1.01990, 1.33391)
H (1.64847, 2.21886, -0.64054)
H (2.82542, 1.64539, 0.53771)

Atoms 1-6, force components in eV/Å:
C -2.119 1.696 -0.226
C 1.606 2.051 1.203
C 0.035 -2.972 0.336
C 2.010 2.326 0.561
C -4.305 1.105 -0.794
C 2.109 -1.942 1.979

Values from the calculation:
- HOMO energy (spin up / spin down): -8.645 / -8.649 eV
- ΔE to the lowest compared entry with this formula, charge and spin: 153.6 kcal per mole
- Calculated total energy: -724.70092 Eh
- Largest force on an atom: 4.5 eV/Å
- Orbital gap (spin up / spin down): 7.540 / 7.545 eV
- M: 204.226 g/mol

=====

Question: Among the records above, which one has the highest M?
Answer: C32H34Cl3N7O9PdS4Se

=====

Question: Which of these has the highest M?
Answer: C32H34Cl3N7O9PdS4Se

=====

Question: What is the formula in the third record?
Answer: C32H34Cl3N7O9PdS4Se

=====

Question: Among the records above, which one has the highest M?
Answer: C32H34Cl3N7O9PdS4Se